Entry 1:
The following is a DFT calculation (wB97M-V/def2-TZVPD) of a molecular structure, C3H4HgLiO3.

```
! wB97M-V def2-TZVPD RIJCOSX def2/J DEFGRID3
* xyz 1 3
O 1.51 -1.05 1.54
C 0.51 -1.64 2.05
C 0.53 -2.04 3.42
H -0.69 0.05 0.16
H -0.12 -2.26 1.38
H 1.49 -2.13 3.93
H -0.35 -2.51 3.86
Li 2.18 -0.87 -0.24
O 0.94 0.06 -1.22
C -0.16 0.50 -0.80
O -0.96 1.16 -1.49
Hg -2.32 2.67 -1.34
*
```

Summary:
- HOMO energy (spin up / spin down) (eV) = -13.0 / -14.3
- DFT total energy (a.u.) = -503.094725
- maximum force (hartree/bohr) = 0.0667
- energy relative to the best compared isomer or geometry (same formula, charge and spin) (eV) = 0.000
- <S²> = 2.02

Atomic partial charges in e from the Löwdin method, atoms 1 to 6: O -0.11; C -0.29; C 0.18; H 0.15; H 0.13; H 0.10

***

Entry 2:
The following is a DFT calculation (wB97M-V/def2-TZVPD) of 6 unconnected molecules or ions with the total composition C25H53FN2O12S2.

```
! wB97M-V def2-TZVPD RIJCOSX def2/J DEFGRID3
* xyz 0 1
C 7.97 0.61 1.07
C 7.26 1.64 1.95
N 6.03 2.09 1.30
N 5.56 3.34 1.77
C 4.12 3.41 2.21
C 3.44 2.05 2.38
C 2.26 1.89 1.42
S 2.74 1.46 -0.27
S 5.93 4.57 0.77
O 5.46 5.79 1.31
O 5.67 4.24 -0.60
F 7.48 4.54 0.91
H 7.33 0.30 0.23
H 8.90 1.00 0.66
H 8.21 -0.28 1.65
H 7.00 1.20 2.92
H 7.93 2.48 2.17
H 6.13 2.10 0.29
H 4.09 3.98 3.13
H 3.55 3.99 1.48
H 4.13 1.22 2.26
H 3.05 1.99 3.40
H 1.65 1.05 1.76
H 1.64 2.78 1.42
H 3.66 2.42 -0.43
C 0.12 7.67 -2.17
C 0.85 7.88 -0.86
O 0.75 6.74 0.00
C 1.61 5.70 -0.08
C 2.55 5.59 -1.25
O 1.56 4.86 0.78
H 0.57 6.86 -2.76
H 0.15 8.58 -2.77
H -0.92 7.41 -1.99
H 1.89 8.17 -1.01
H 0.38 8.68 -0.30
H 2.06 5.00 -2.03
H 3.44 5.04 -0.92
H 2.87 6.54 -1.66
C -2.87 1.21 -0.40
C -3.16 -0.19 0.12
O -1.96 -0.93 0.34
C -1.28 -0.88 1.51
C -1.63 0.18 2.52
O -0.37 -1.64 1.67
H -2.32 1.80 0.32
H -3.81 1.72 -0.63
H -2.28 1.15 -1.31
H -3.78 -0.17 1.01
H -3.71 -0.76 -0.64
H -1.03 1.07 2.32
H -1.37 -0.20 3.51
H -2.68 0.46 2.54
C -8.20 -2.07 -0.58
C -6.78 -1.66 -0.28
O -6.65 -0.93 0.95
C -6.49 -1.53 2.14
C -6.73 -3.02 2.26
O -6.20 -0.86 3.09
H -8.59 -2.76 0.18
H -8.25 -2.54 -1.56
H -8.85 -1.19 -0.59
H -6.10 -2.51 -0.30
H -6.43 -0.96 -1.05
H -7.78 -3.18 2.51
H -6.11 -3.39 3.07
H -6.50 -3.58 1.36
C 5.85 -3.90 0.82
C 7.37 -3.94 0.88
O 7.88 -3.36 2.08
C 8.03 -4.06 3.23
C 7.39 -5.42 3.35
O 8.62 -3.54 4.14
H 5.41 -4.50 1.62
H 5.50 -4.28 -0.14
H 5.50 -2.87 0.94
H 7.76 -4.95 0.74
H 7.79 -3.32 0.08
H 6.39 -5.30 3.75
H 7.98 -6.00 4.06
H 7.33 -5.98 2.42
C -7.58 -6.31 -4.99
C -8.80 -5.65 -4.39
O -8.49 -4.41 -3.75
C -8.43 -3.23 -4.41
C -8.45 -3.22 -5.92
O -8.31 -2.23 -3.76
H -7.14 -5.70 -5.78
H -7.84 -7.28 -5.41
H -6.82 -6.46 -4.22
H -9.60 -5.51 -5.13
H -9.22 -6.27 -3.60
H -7.42 -3.28 -6.27
H -8.87 -2.27 -6.24
H -9.02 -4.03 -6.37
*
```

Summary:
- HOMO energy (eV) = -8.6
- DFT total energy (a.u.) = -2892.968810
- maximum force (hartree/bohr) = 0.0083
- SMILES = CCNN(CCCS)S(=O)(=O)F.CCOC(C)=O.CCOC(C)=O.CCOC(C)=O.CCOC(C)=O.CCOC(C)=O

Atomic partial charges in e from the Löwdin method, atoms 1 to 6: C -0.07; C -0.24; N -0.07; N -0.23; C -0.16; C -0.23

***

Entry 3:
The following is a DFT calculation (wB97M-V/def2-TZVPD) of 8 unconnected molecules or ions with the total composition C35H74BrN10O8.

```
! wB97M-V def2-TZVPD RIJCOSX def2/J DEFGRID3
* xyz 1 1
C -2.78 -2.26 4.92
O -2.02 -2.78 3.84
C -2.73 -2.99 2.63
C -1.89 -2.46 1.49
C -2.13 -2.94 0.07
N -3.50 -2.87 -0.36
C -1.06 -2.02 -0.69
Br -1.76 -1.05 -2.24
C -0.64 -0.92 0.33
N -1.77 -0.97 1.29
C -1.78 -0.03 2.44
C -1.77 1.41 1.91
C -2.35 2.40 2.91
C -3.90 2.52 2.90
N -4.61 1.31 2.49
C -5.20 0.48 3.39
C -5.82 -0.55 2.73
C -5.58 -0.32 1.35
C -4.84 0.82 1.23
H -3.70 -1.76 4.59
H -2.98 -3.05 5.65
H -2.17 -1.51 5.42
H -3.73 -2.54 2.63
H -2.85 -4.06 2.45
H -0.85 -2.76 1.67
H -1.79 -3.95 -0.14
H -3.97 -2.00 -0.11
H -3.59 -3.02 -1.35
H -0.16 -2.52 -1.02
H 0.29 -1.18 0.86
H -0.51 0.06 -0.12
H -2.57 -0.69 0.71
H -2.68 -0.26 3.02
H -0.91 -0.22 3.06
H -0.71 1.67 1.75
H -2.26 1.46 0.94
H -1.97 3.39 2.63
H -1.98 2.23 3.92
H -4.23 3.36 2.30
H -4.22 2.73 3.91
H -5.18 0.65 4.46
H -6.39 -1.34 3.19
H -5.95 -0.94 0.55
H -4.49 1.33 0.34
C 1.61 -3.08 3.80
C 1.70 -4.10 2.70
O 1.38 -3.83 1.54
N 2.14 -5.33 3.02
C 2.57 -5.83 4.32
H 1.25 -2.14 3.39
H 0.91 -3.41 4.57
H 2.59 -2.91 4.25
H 2.17 -5.97 2.23
H 3.60 -6.16 4.26
H 1.94 -6.67 4.61
H 2.49 -5.05 5.07
C 2.79 1.27 1.33
C 2.14 2.62 1.51
O 1.02 2.75 2.01
N 2.83 3.70 1.10
C 4.15 3.73 0.47
H 2.11 0.51 1.71
H 3.00 1.08 0.27
H 3.72 1.21 1.88
H 2.36 4.58 1.25
H 4.84 4.31 1.09
H 4.08 4.19 -0.51
H 4.54 2.73 0.35
C 1.41 1.07 -2.66
C 2.83 1.38 -3.06
O 3.64 1.80 -2.24
N 3.20 1.18 -4.35
C 2.38 0.70 -5.44
H 1.30 1.30 -1.60
H 0.71 1.69 -3.22
H 1.17 0.02 -2.83
H 4.16 1.41 -4.53
H 2.82 -0.22 -5.85
H 2.35 1.44 -6.24
H 1.37 0.49 -5.12
C 7.14 2.38 -3.16
C 7.28 1.30 -4.20
O 7.00 1.48 -5.37
N 7.73 0.08 -3.78
C 8.10 -0.32 -2.43
H 6.78 3.28 -3.64
H 6.42 2.07 -2.40
H 8.10 2.60 -2.69
H 7.80 -0.60 -4.52
H 9.14 -0.65 -2.41
H 7.47 -1.15 -2.10
H 7.98 0.50 -1.74
C -5.67 6.32 2.93
C -5.80 5.73 4.31
O -5.58 4.55 4.54
N -6.17 6.56 5.31
C -6.47 7.98 5.24
H -5.37 5.54 2.24
H -6.62 6.73 2.60
H -4.92 7.11 2.91
H -6.24 6.11 6.21
H -5.79 8.54 5.89
H -7.49 8.16 5.57
H -6.36 8.35 4.23
C -3.31 -0.25 -5.36
C -1.90 0.00 -5.85
O -1.02 0.43 -5.12
N -1.64 -0.26 -7.16
C -2.55 -0.76 -8.17
H -3.36 0.01 -4.31
H -4.02 0.36 -5.91
H -3.57 -1.30 -5.48
H -0.69 -0.07 -7.43
H -2.18 -1.70 -8.57
H -2.63 -0.04 -8.99
H -3.54 -0.92 -7.76
C 3.30 -4.20 -0.85
C 4.69 -3.90 -1.37
O 5.59 -3.54 -0.63
N 4.91 -4.04 -2.71
C 3.96 -4.45 -3.73
H 3.29 -4.04 0.22
H 2.57 -3.53 -1.31
H 3.03 -5.23 -1.06
H 5.85 -3.82 -2.99
H 4.32 -5.35 -4.23
H 3.86 -3.66 -4.48
H 2.99 -4.65 -3.30
*
```

Summary:
- HOMO energy (eV) = -10.7
- DFT total energy (a.u.) = -5101.401668
- maximum force (hartree/bohr) = 0.0277

Atomic partial charges in e from the Löwdin method, atoms 1 to 6: C -0.08; O -0.18; C -0.14; C -0.19; C -0.33; N 0.06